This record from OMol25 describes a single C24H31ClN4O3 molecule. The level of theory is ωB97M-V/def2-TZVPD.

Results
net charge: 0
HOMO level: -7.85 eV
E_LUMO: 0.39 eV
HOMO-LUMO gap: 8.235 eV

```
63
C24H31ClN4O3 ωB97M-V/def2-TZVPD
C 2.0154 2.7598 -2.7767
C 0.8225 1.9037 -2.5597
O -0.0419 2.2338 -1.5628
C -1.0234 1.3040 -1.6199
C -2.1258 1.3315 -0.6879
C -3.1547 0.3990 -0.8189
C -4.2084 0.3985 0.0701
C -4.2291 1.3270 1.1006
Cl -5.5476 1.3226 2.2245
C -3.2140 2.2587 1.2474
C -2.1659 2.2626 0.3485
N -0.8368 0.4333 -2.5675
C 0.3345 0.7812 -3.1783
C 0.8948 -0.0371 -4.3033
N 1.7955 -1.1163 -3.9536
C 1.2344 -2.2012 -3.1838
C 1.1224 -1.9428 -1.6638
C 2.2444 -1.0019 -1.2027
C 2.6048 -1.1532 0.2720
O 3.7507 -1.1642 0.6805
N 1.5352 -1.2286 1.0887
C 1.6590 -1.2178 2.5246
C 1.5070 0.1956 3.1044
C 0.2113 0.8792 2.6487
N -0.9761 0.1520 3.0156
C -1.5156 0.1887 4.3554
C -2.8989 -0.4527 4.2043
C -2.7528 -1.3369 2.9670
C -1.6068 -0.7090 2.1975
O -1.2865 -0.9464 1.0469
C 3.4687 -1.1908 -2.0941
C 3.1393 -0.7493 -3.5248
H 2.3772 2.6406 -3.7948
H 1.7531 3.8024 -2.6065
H 2.8171 2.4955 -2.0855
H -3.1009 -0.3203 -1.6191
H -5.0086 -0.3189 -0.0268
H -3.2482 2.9727 2.0558
H -1.3702 2.9852 0.4490
H 0.0471 -0.4875 -4.8276
H 1.4236 0.6207 -4.9999
H 0.2480 -2.4326 -3.5887
H 1.8810 -3.0678 -3.3569
H 1.2002 -2.8979 -1.1406
H 0.1464 -1.5128 -1.4370
H 1.9077 0.0366 -1.3112
H 0.5920 -1.1707 0.7195
H 0.9004 -1.8838 2.9456
H 2.6521 -1.6008 2.7727
H 1.5382 0.1395 4.1938
H 2.3476 0.8044 2.7695
H 0.1521 1.8823 3.0826
H 0.2072 0.9672 1.5595
H -0.8792 -0.3858 5.0409
H -1.5652 1.2195 4.7159
H -3.6488 0.3163 4.0226
H -3.1885 -1.0126 5.0908
H -2.4657 -2.3586 3.2251
H -3.6509 -1.3840 2.3557
H 3.7627 -2.2409 -2.0725
H 4.3051 -0.6097 -1.7051
H 3.2563 0.3328 -3.6075
H 3.8552 -1.2139 -4.2182
```

These are the Mulliken partial charges, in e, on atoms 1 to 6: number 1, C, carries -1.83; number 2, C, carries 0.66; number 3, O, carries -0.38; number 4, C, carries 0.12; number 5, C, carries 0.42; number 6, C, carries -0.04

This record from OMol25 describes 2 unconnected molecules or ions with the total composition C4H10NO2. The level of theory is ωB97M-V/def2-TZVPD.

Results
net charge: +1
HOMO level: -16.90 eV
E_LUMO: -3.08 eV
HOMO-LUMO gap: 13.824 eV

```
17
C4H10NO2 ωB97M-V/def2-TZVPD
C -2.7297 -1.7836 -1.0177
C 1.6538 0.9666 -0.0708
C -0.4340 0.9240 1.0475
C 0.4820 -1.1573 0.0942
N 0.3420 0.3015 -0.1661
O -3.6785 -2.4104 -1.1449
O -0.1164 0.6411 -1.4016
H -1.0896 0.4527 -1.4378
H 2.2012 0.4540 -0.8302
H 1.3990 1.9146 -0.5309
H 2.1090 0.8079 0.9371
H -1.4251 1.3352 0.8231
H -0.2947 0.1058 1.7574
H 0.1335 1.8039 1.4224
H 0.8036 -1.1500 1.1486
H -0.4890 -1.6692 0.0735
H 1.1330 -1.5368 -0.7037
```

These are the Mulliken partial charges, in e, on atoms 1 to 6: number 1, C, carries 0.14; number 2, C, carries -1.06; number 3, C, carries -0.59; number 4, C, carries -0.64; number 5, N, carries 0.21; number 6, O, carries -0.13

For each record above, in turn, the calculated F_max values are 1.15, 3.44 eV/Å.
For each record above, in turn, the calculated energy relative to the best compared isomer or geometry (same formula, charge and spin) values are 23.2, 389.9 kJ/mol.